[1]
{
  "formula": "C43H46CaCl5N12O2S2",
  "method": "ωB97M-V/def2-TZVPD",
  "homo_energy_ha": -0.171,
  "charge": -1,
  "gap_ha": 0.250,
  "symbols": ["Ca", "Cl", "C", "C", "C", "Cl", "C", "Cl", "C", "Cl", "C", "Cl", "S", "C", "N", "N", "C", "C", "C", "C", "C", "C", "N", "N", "C", "C", "C", "C", "C", "C", "H", "H", "H", "H", "H", "H", "H", "H", "H", "H", "H", "C", "N", "C", "C", "N", "C", "C", "N", "C", "C", "N", "C", "N", "C", "C", "C", "N", "C", "H", "H", "H", "H", "H", "H", "H", "H", "H", "H", "H", "H", "H", "H", "H", "H", "H", "H", "H", "H", "H", "H", "H", "H", "C", "C", "C", "C", "C", "C", "C", "S", "O", "O", "N", "C", "C", "C", "C", "C", "N", "H", "H", "H", "H", "H", "H", "H", "H", "H", "H", "H"],
  "positions_angstrom": [[0.847, -1.404, 0.384], [-1.766, -2.153, -1.943], [-2.422, -2.351, -0.320], [-1.615, -1.972, 0.730], [-2.137, -2.224, 1.979], [-1.118, -1.842, 3.379], [-3.380, -2.799, 2.215], [-3.960, -3.100, 3.812], [-4.158, -3.152, 1.113], [-5.702, -3.890, 1.348], [-3.676, -2.933, -0.176], [-4.622, -3.415, -1.537], [2.822, -1.937, -1.515], [2.315, -3.502, -2.048], [2.652, -4.090, -3.149], [3.424, -3.364, -3.973], [3.863, -3.877, -5.165], [4.667, -3.079, -5.994], [5.126, -3.567, -7.201], [4.801, -4.853, -7.619], [4.004, -5.637, -6.799], [3.533, -5.169, -5.584], [1.463, -4.372, -1.291], [1.007, -3.882, -0.249], [0.090, -4.718, 0.454], [0.144, -4.683, 1.840], [-0.816, -5.370, 2.567], [-1.826, -6.057, 1.909], [-1.873, -6.075, 0.520], [-0.910, -5.409, -0.220], [3.682, -2.427, -3.677], [4.926, -2.075, -5.681], [5.745, -2.930, -7.822], [5.164, -5.233, -8.564], [3.737, -6.641, -7.107], [2.913, -5.788, -4.954], [0.909, -4.097, 2.335], [-0.795, -5.335, 3.649], [-2.595, -6.562, 2.480], [-2.678, -6.592, 0.014], [-0.945, -5.378, -1.301], [-3.137, 0.943, 3.982], [-2.236, 2.063, 3.985], [-2.288, 3.071, 5.009], [-1.179, 4.023, 4.550], [-1.071, 3.793, 3.114], [-1.372, 4.916, 2.238], [-1.681, 2.551, 2.817], [-1.743, 1.920, 1.716], [-0.872, 2.285, 0.616], [-1.637, 2.512, -0.698], [-1.194, 1.569, -1.706], [-1.143, 1.913, -2.927], [-1.680, 3.058, -3.550], [-3.056, 3.423, -3.285], [-1.313, 3.065, -4.957], [-0.284, 1.944, -5.089], [-0.475, 1.172, -3.886], [0.572, 0.261, -3.497], [-4.185, 1.274, 3.970], [-2.975, 0.311, 4.856], [-2.950, 0.359, 3.085], [-2.085, 2.641, 5.994], [-3.270, 3.569, 5.059], [-0.236, 3.795, 5.052], [-1.416, 5.069, 4.745], [-1.981, 5.660, 2.762], [-1.935, 4.575, 1.371], [-0.461, 5.403, 1.881], [-0.166, 1.475, 0.424], [-0.241, 3.151, 0.844], [-1.481, 3.543, -1.050], [-2.704, 2.403, -0.469], [-3.344, 3.137, -2.279], [-3.736, 2.921, -3.988], [-3.193, 4.502, -3.387], [-0.902, 4.032, -5.259], [-2.195, 2.871, -5.581], [0.741, 2.337, -5.143], [-0.449, 1.338, -5.984], [0.532, -0.661, -4.080], [0.445, 0.020, -2.448], [1.562, 0.717, -3.626], [1.700, 1.877, 7.751], [2.003, 1.297, 6.399], [1.010, 1.189, 5.429], [1.293, 0.681, 4.173], [2.581, 0.255, 3.882], [3.583, 0.351, 4.832], [3.289, 0.872, 6.083], [2.908, -0.441, 2.274], [2.160, -1.705, 2.245], [4.339, -0.515, 2.138], [2.135, 0.425, 1.225], [2.663, 1.530, 0.594], [3.652, 2.360, 1.146], [4.042, 3.477, 0.435], [3.458, 3.750, -0.795], [2.504, 2.861, -1.263], [2.114, 1.781, -0.603], [0.625, 1.963, 7.910], [2.131, 2.875, 7.851], [2.114, 1.261, 8.551], [-0.003, 1.497, 5.658], [0.514, 0.611, 3.424], [4.582, 0.015, 4.587], [4.073, 0.941, 6.829], [4.103, 2.126, 2.098], [4.801, 4.134, 0.842], [3.733, 4.619, -1.378], [2.024, 3.021, -2.225]]
}

***

[2]
{
  "formula": "C2HBrClFO",
  "method": "ωB97M-V/def2-TZVPD",
  "homo_energy_ha": [-0.347, -0.387],
  "spin_multiplicity": 3,
  "gap_ha": [0.369, 0.241],
  "symbols": ["C", "C", "O", "F", "Cl", "Br", "H"],
  "positions_angstrom": [[-1.476, 0.141, -0.145], [-0.232, -0.553, 0.034], [-2.597, -0.289, -0.368], [-0.309, -1.809, 0.382], [1.261, 0.222, 0.381], [4.610, 0.932, -0.302], [-1.257, 1.356, 0.018]]
}

***

[3]
{
  "formula": "C5H13N3O",
  "method": "ωB97M-V/def2-TZVPD",
  "homo_energy_ha": -0.295,
  "gap_ha": 0.315,
  "symbols": ["C", "C", "O", "H", "H", "H", "H", "H", "H", "C", "C", "C", "N", "N", "N", "H", "H", "H", "H", "H", "H", "H"],
  "positions_angstrom": [[1.433, -0.009, 0.237], [2.143, 0.440, -1.007], [1.330, -1.393, 0.428], [1.755, -1.900, -0.281], [1.901, 0.383, 1.141], [-0.326, -0.210, -0.423], [3.136, -0.016, -1.082], [1.574, 0.142, -1.896], [2.259, 1.525, -1.010], [-0.718, 0.932, 1.785], [-1.610, -0.854, -0.640], [-0.243, 0.983, 0.359], [-1.541, -2.043, 0.011], [-2.603, -0.433, -1.294], [-0.402, 2.043, -0.344], [-0.654, -2.271, 0.439], [-2.372, -2.621, 0.004], [-2.473, 0.541, -1.583], [-0.028, 1.983, -1.289], [-0.339, 1.794, 2.339], [-1.809, 0.961, 1.800], [-0.412, 0.024, 2.305]]
}

***

[4]
{
  "formula": "C14H12Cl2Lu2N2O4",
  "method": "ωB97M-V/def2-TZVPD",
  "homo_energy_ha": -0.675,
  "charge": 4,
  "gap_ha": 0.064,
  "symbols": ["Lu", "Lu", "Cl", "Cl", "C", "C", "C", "O", "O", "O", "C", "N", "N", "C", "O", "C", "C", "C", "C", "C", "C", "C", "C", "C", "H", "H", "H", "H", "H", "H", "H", "H", "H", "H", "H", "H"],
  "positions_angstrom": [[7.588, -0.073, 0.431], [2.660, -0.461, -0.521], [6.059, 0.821, 2.018], [3.520, -2.606, -0.996], [3.487, 0.223, -2.558], [7.975, 1.991, -0.439], [6.607, 0.117, -1.643], [3.731, 0.323, -3.679], [8.092, 3.034, -0.948], [6.489, 0.332, -2.782], [-3.888, 0.595, 0.303], [-2.598, 0.753, -0.355], [-1.536, -0.032, -0.054], [-0.453, 0.422, -0.735], [0.702, -0.161, -0.609], [-0.865, 1.503, -1.534], [-2.207, 1.675, -1.248], [-3.151, 2.651, -1.803], [-1.596, -1.015, 0.997], [-2.544, -2.036, 0.879], [-2.715, -2.969, 1.906], [-1.895, -2.916, 3.036], [-0.911, -1.934, 3.133], [-0.747, -0.987, 2.115], [-4.496, 1.470, 0.037], [-3.746, 0.574, 1.389], [-4.362, -0.335, -0.036], [-0.221, 2.033, -2.232], [-3.911, 2.130, -2.401], [-3.627, 3.218, -0.992], [-2.598, 3.336, -2.459], [-3.184, -2.119, -0.001], [-3.462, -3.757, 1.816], [-1.990, -3.656, 3.824], [-0.232, -1.929, 3.983], [0.024, -0.216, 2.155]]
}

***

[5]
{
  "formula": "C27H76O11",
  "method": "ωB97M-V/def2-TZVPD",
  "homo_energy_ha": [0.016, -0.278],
  "spin_multiplicity": 2,
  "charge": -1,
  "gap_ha": [0.069, 0.361],
  "symbols": ["C", "C", "C", "O", "H", "H", "H", "H", "H", "H", "H", "H", "C", "C", "C", "O", "H", "H", "H", "H", "H", "H", "H", "H", "C", "C", "C", "O", "H", "H", "H", "H", "H", "H", "H", "H", "C", "C", "C", "O", "H", "H", "H", "H", "H", "H", "H", "H", "C", "C", "C", "O", "H", "H", "H", "H", "H", "H", "H", "H", "C", "C", "C", "O", "H", "H", "H", "H", "H", "H", "H", "H", "C", "C", "C", "O", "H", "H", "H", "H", "H", "H", "H", "H", "C", "C", "C", "O", "H", "H", "H", "H", "H", "H", "H", "H", "C", "O", "H", "H", "H", "H", "C", "O", "H", "H", "H", "H", "C", "O", "H", "H", "H", "H"],
  "positions_angstrom": [[-0.963, -0.386, -5.167], [-0.100, -1.173, -4.229], [-0.694, -2.512, -3.922], [1.168, -1.468, -4.943], [-2.011, -0.520, -4.900], [-0.857, -0.665, -6.216], [-0.664, 0.650, -5.010], [0.225, -0.582, -3.373], [0.064, -2.978, -3.293], [-0.835, -3.036, -4.867], [-1.641, -2.323, -3.416], [1.459, -0.645, -5.342], [0.654, 4.240, 1.422], [1.010, 4.335, 2.854], [2.387, 5.157, 3.028], [-0.069, 5.021, 3.480], [-0.350, 3.817, 1.457], [1.424, 3.628, 0.952], [0.585, 5.191, 0.895], [1.112, 3.328, 3.257], [2.247, 6.145, 2.589], [3.211, 4.516, 2.715], [2.594, 5.388, 4.073], [0.018, 5.963, 3.319], [3.564, 0.260, 2.479], [4.057, 1.582, 3.225], [4.808, 1.123, 4.523], [4.920, 2.404, 2.491], [2.742, -0.238, 2.993], [4.377, -0.453, 2.345], [3.177, 0.488, 1.486], [3.274, 2.178, 3.693], [5.294, 1.957, 5.028], [5.538, 0.382, 4.197], [4.115, 0.671, 5.233], [5.334, 3.005, 3.115], [-4.952, 1.582, -1.228], [-3.536, 1.607, -1.735], [-3.264, 2.479, -2.926], [-2.825, 1.920, -0.547], [-5.004, 1.103, -0.250], [-5.582, 1.050, -1.941], [-5.355, 2.595, -1.223], [-3.223, 0.594, -1.990], [-3.725, 3.458, -2.794], [-3.748, 2.020, -3.788], [-2.211, 2.617, -3.171], [-3.199, 2.743, -0.222], [3.280, -3.523, 2.209], [1.943, -4.006, 2.775], [0.634, -3.314, 2.257], [1.851, -5.347, 2.430], [4.163, -4.147, 2.346], [3.668, -2.550, 2.509], [3.146, -3.430, 1.131], [2.020, -3.943, 3.861], [0.409, -3.432, 1.197], [0.560, -2.279, 2.592], [-0.165, -3.937, 2.657], [0.913, -5.545, 2.488], [4.406, -0.167, -1.684], [4.117, -1.629, -1.267], [2.973, -2.353, -1.924], [5.235, -2.473, -1.569], [4.282, -0.181, -2.767], [5.431, 0.164, -1.517], [3.663, 0.519, -1.277], [4.096, -1.672, -0.178], [2.062, -1.757, -1.970], [2.625, -3.180, -1.305], [3.135, -2.760, -2.923], [5.405, -2.540, -2.511], [-2.972, -0.464, 2.848], [-4.110, -1.415, 3.347], [-5.462, -1.088, 2.639], [-3.745, -2.840, 3.244], [-2.629, 0.100, 3.715], [-3.236, 0.193, 2.019], [-2.057, -0.957, 2.519], [-4.267, -1.209, 4.405], [-5.480, 0.002, 2.658], [-6.257, -1.426, 3.303], [-5.533, -1.424, 1.604], [-4.324, -3.248, 3.892], [-2.647, -2.748, -0.388], [-3.974, -3.541, -0.365], [-4.034, -4.362, -1.590], [-4.097, -4.380, 0.802], [-1.857, -3.480, -0.553], [-2.432, -2.494, 0.650], [-2.702, -1.910, -1.083], [-4.787, -2.819, -0.433], [-3.246, -5.115, -1.610], [-3.963, -3.938, -2.592], [-4.988, -4.888, -1.608], [-3.908, -3.828, 1.564], [0.174, -0.112, 0.165], [-0.544, 0.272, -0.970], [0.962, -0.825, -0.078], [0.737, 0.742, 0.540], [-0.513, -0.523, 0.905], [-1.288, 0.871, -0.870], [2.051, 1.841, -3.013], [2.017, 2.974, -3.905], [2.855, 2.033, -2.302], [1.160, 1.911, -2.390], [2.134, 0.804, -3.338], [1.377, 3.545, -3.472], [-0.777, 4.724, -1.879], [0.379, 4.821, -2.758], [-0.812, 5.532, -1.148], [-1.635, 4.601, -2.541], [-0.874, 3.761, -1.377], [0.904, 5.571, -2.468]]
}

***

[6]
{
  "formula": "C5H10N",
  "method": "ωB97M-V/def2-TZVPD",
  "smiles": "C=[N+]=C(C)CC",
  "homo_energy_ha": -0.575,
  "charge": 1,
  "gap_ha": 0.393,
  "symbols": ["C", "C", "C", "C", "C", "N", "H", "H", "H", "H", "H", "H", "H", "H", "H", "H"],
  "positions_angstrom": [[2.056, 1.385, 0.056], [0.420, -0.465, -0.117], [0.886, -1.841, -0.107], [-1.580, 1.137, -0.079], [-1.028, -0.224, 0.162], [1.230, 0.485, -0.016], [2.746, 1.506, 0.857], [2.175, 2.094, -0.695], [0.733, -2.267, -1.122], [2.049, -1.977, 0.149], [0.289, -2.379, 0.556], [-1.294, 1.966, 0.676], [-1.303, 1.556, -0.985], [-2.749, 1.122, 0.047], [-1.203, -0.622, 1.280], [-1.603, -1.093, -0.218]]
}

***

Record order is preserved below.
Relative energy (zero: lowest compared OMol25 entry of this formula, charge and spin): 3.0 3.0 111.9 33.5 54.8 41.8 kcal per mole